# 1
The following is a quantum chemistry calculation of a single C9H15N3O2Si molecule at a distorted geometry, from OMol25.

Its HOMO-LUMO gap is 9.520 eV. Its HOMO energy is -0.3407 hartree. Its molecular weight is 225.324 g/mol.

Cartesian coordinates (Å):
1 C 0.11769 2.55165 2.01149
2 C -0.91518 3.32626 2.44180
3 C -0.21852 1.59528 1.03153
4 C -2.46338 2.17541 0.96915
5 C 2.02504 0.58290 0.83725
6 C 2.75790 -0.71288 0.61115
7 C -1.48655 -1.40681 -0.09211
8 C -0.70096 0.98043 -2.20955
9 C 0.99384 -1.44127 -1.86032
10 N -1.41669 1.42076 0.56371
11 N -2.15303 3.15566 1.94613
12 N 0.71953 0.60528 0.41947
13 O -3.59550 2.07634 0.56837
14 O 2.56853 1.51906 1.38330
15 Si -0.17219 -0.27994 -0.87955
16 H 1.12070 2.66792 2.37394
17 H -0.78220 4.09777 3.18824
18 H 2.12640 -1.55873 0.85657
19 H 3.64389 -0.71276 1.24093
20 H 3.06781 -0.78591 -0.42444
21 H -1.52716 -1.29789 0.98668
22 H -2.46901 -1.15253 -0.47012
23 H -1.30059 -2.45176 -0.32030
24 H -0.99402 0.46750 -3.11834
25 H -1.53790 1.58938 -1.89144
26 H 0.11711 1.64801 -2.45987
27 H 1.83860 -0.91952 -2.30050
28 H 1.37205 -2.28086 -1.29019
29 H 0.41870 -1.85360 -2.68426
30 H -2.92359 3.73590 2.25164

Atoms 1-6, force components in eV/Å:
0.1 0.3 0.4
0.3 -0.2 -0.1
1.5 -1.8 -1.2
-0.1 0.6 0.5
0.6 -0.3 0.0
0.2 0.1 0.2

The molecule's Löwdin atomic charges, reported in e, are given here: atom 1 (C): 0.01, atom 2 (C): -0.06, atom 3 (C): -0.23, atom 4 (C): -0.52, atom 5 (C): -0.52, atom 6 (C): -0.01, atom 7 (C): -0.16, atom 8 (C): -0.16, atom 9 (C): -0.19, atom 10 (N): 0.13, atom 11 (N): 0.14, atom 12 (N): 0.02, atom 13 (O): 0.07, atom 14 (O): 0.06, atom 15 (Si): 0.57, atom 16 (H): 0.10, atom 17 (H): 0.13, atom 18 (H): 0.08, atom 19 (H): 0.09, atom 20 (H): 0.07, atom 21 (H): 0.02, atom 22 (H): 0.03, atom 23 (H): 0.02, atom 24 (H): 0.03, atom 25 (H): 0.02, atom 26 (H): 0.03, atom 27 (H): 0.03, atom 28 (H): 0.02, atom 29 (H): 0.03, atom 30 (H): 0.16



# 2
The following is a quantum chemistry calculation of a gas-phase ion, C9H15N4O2 (charge +1) at a distorted geometry, from OMol25.

Its HOMO-LUMO gap is 8.127 eV. Its HOMO energy is -0.4431 hartree. Its molecular weight is 211.245 g/mol. Its total charge is +1.

Cartesian coordinates (Å):
1 C 2.29964 1.51725 2.75707
2 C 0.89728 1.11997 2.26279
3 C 3.44429 0.92025 2.32061
4 C -0.65630 -1.20249 0.39236
5 C -0.66860 1.08179 -0.81130
6 C -1.53724 -1.65570 -0.70105
7 C -1.33890 0.40734 -1.95557
8 C -0.59161 0.42912 0.50959
9 C 3.09563 -0.83072 0.68519
10 N 3.48816 -0.31317 1.72448
11 N 0.69872 0.73719 1.05135
12 N 2.57614 -0.10189 -0.48645
13 N -0.99818 -1.04058 -2.02305
14 O 1.83419 -0.67622 -1.27001
15 O 2.89558 1.04694 -0.51692
16 H 2.49141 2.33231 3.44595
17 H 0.00069 1.29572 2.94307
18 H 4.49032 1.19984 2.64984
19 H -0.96469 -1.39397 1.44216
20 H 0.43242 -1.42242 0.24510
21 H 0.45319 1.14700 -1.22291
22 H -1.05062 2.10638 -0.85708
23 H -1.29103 -2.75024 -0.72385
24 H -2.57856 -1.47798 -0.66228
25 H -2.45450 0.61171 -1.87100
26 H -1.27734 0.77678 -3.07042
27 H -1.38737 0.61500 1.28480
28 H 3.15886 -1.87185 0.51915
29 H 0.07768 -1.02407 -1.98889
30 H -1.52284 -1.56808 -2.77076

Atoms 1-6, force components in eV/Å:
0.1 -0.9 -1.3
-0.1 0.8 0.0
0.1 0.5 0.7
1.4 3.7 1.9
3.3 1.8 -3.2
2.7 -2.5 -0.8

The molecule's Löwdin atomic charges, reported in e, are given here: atom 1 (C): -0.03, atom 2 (C): -0.07, atom 3 (C): -0.13, atom 4 (C): -0.11, atom 5 (C): -0.15, atom 6 (C): -0.11, atom 7 (C): -0.18, atom 8 (C): -0.33, atom 9 (C): -0.06, atom 10 (N): 0.13, atom 11 (N): 0.02, atom 12 (N): -0.37, atom 13 (N): 0.06, atom 14 (O): 0.01, atom 15 (O): 0.14, atom 16 (H): 0.10, atom 17 (H): 0.14, atom 18 (H): 0.15, atom 19 (H): 0.14, atom 20 (H): 0.10, atom 21 (H): 0.15, atom 22 (H): 0.14, atom 23 (H): 0.15, atom 24 (H): 0.12, atom 25 (H): 0.15, atom 26 (H): 0.17, atom 27 (H): 0.15, atom 28 (H): 0.13, atom 29 (H): 0.16, atom 30 (H): 0.20



# 3
The following is a quantum chemistry calculation of a single C9H15N5 molecule at a distorted geometry, from OMol25.

Its HOMO-LUMO gap is 7.587 eV. Its HOMO energy is -0.2565 hartree. Its molecular weight is 193.254 g/mol.

Cartesian coordinates (Å):
1 C -1.56445 -2.23889 0.19269
2 C -0.46158 -2.82872 0.72485
3 C -1.18096 -0.86917 -0.15871
4 C -1.82408 0.06844 -0.85855
5 C 0.26627 -0.74513 0.02134
6 C -1.17125 1.35500 -0.97508
7 C 2.94595 -1.56298 0.19417
8 C 0.81288 3.13172 1.28537
9 C 1.96432 -2.07966 1.18441
10 N 0.60742 -1.92029 0.65843
11 N -0.51158 1.62884 0.08296
12 N -2.94463 -0.21506 -1.52792
13 N -1.47632 2.00874 -2.12925
14 N -0.09361 2.97181 0.18756
15 H -2.48186 -2.78012 0.46637
16 H -0.37505 -3.79781 1.22759
17 H 3.32900 -2.40016 -0.57717
18 H 3.73551 -1.06392 0.78163
19 H 2.29099 -0.65395 -0.29205
20 H 1.50988 4.03470 1.18298
21 H 0.36670 3.24994 2.20417
22 H 1.49354 2.19597 1.38621
23 H 2.08942 -1.40291 1.98753
24 H 2.11180 -3.09849 1.63685
25 H -3.41698 -1.11952 -1.49194
26 H -3.57184 0.64027 -1.60409
27 H -1.00966 2.80302 -2.29261
28 H -1.90170 1.45201 -2.77188
29 H 0.46187 3.23634 -0.72586

Atoms 1-6, force components in eV/Å:
-0.1 -1.0 1.4
0.2 0.7 0.3
1.8 -2.3 0.5
0.4 -1.2 0.1
0.1 -1.5 0.9
-1.0 -1.0 0.7

The molecule's Löwdin atomic charges, reported in e, are given here: atom 1 (C): -0.06, atom 2 (C): -0.09, atom 3 (C): -0.22, atom 4 (C): -0.27, atom 5 (C): 0.03, atom 6 (C): -0.38, atom 7 (C): -0.15, atom 8 (C): -0.15, atom 9 (C): -0.27, atom 10 (N): -0.14, atom 11 (N): 0.06, atom 12 (N): 0.14, atom 13 (N): 0.20, atom 14 (N): -0.13, atom 15 (H): 0.10, atom 16 (H): 0.11, atom 17 (H): 0.11, atom 18 (H): 0.06, atom 19 (H): 0.09, atom 20 (H): 0.10, atom 21 (H): 0.03, atom 22 (H): 0.10, atom 23 (H): 0.09, atom 24 (H): 0.13, atom 25 (H): 0.12, atom 26 (H): 0.15, atom 27 (H): 0.04, atom 28 (H): 0.06, atom 29 (H): 0.15



# 4
The following is a quantum chemistry calculation of 2 unconnected molecules or ions with the total composition C9H15N6 at a distorted geometry, from OMol25.

Its HOMO-LUMO gap is 9.089 eV. Its HOMO energy is -0.4728 hartree. Its molecular weight is 207.261 g/mol. Its total charge is +1.

Cartesian coordinates (Å):
1 C -1.69455 0.35749 3.70457
2 C -0.69308 1.31409 3.54114
3 C -1.67300 -0.35233 2.47388
4 C -0.06172 -1.93104 -0.89017
5 C 1.91334 -0.66414 -0.25165
6 C 1.35861 -2.04480 -0.53781
7 C -0.21903 0.29333 -0.28699
8 C -0.99227 2.10812 -1.90247
9 C -0.85398 1.66207 -0.40794
10 N -0.20734 1.13610 2.26750
11 N -0.77724 -0.84139 -0.82807
12 N -0.74667 0.07483 1.66108
13 N 1.14420 0.36159 -0.06130
14 N -0.78357 -3.02633 -1.24055
15 N 3.26515 -0.40799 -0.25483
16 H -2.40040 0.20802 4.51733
17 H -0.57622 2.21323 4.08243
18 H -2.28910 -1.29222 2.34653
19 H 1.41177 -2.70102 0.26218
20 H 2.02626 -2.58556 -1.24710
21 H -1.33592 3.17551 -1.93513
22 H -1.81585 1.58666 -2.39071
23 H 0.08789 2.20523 -2.25583
24 H -1.78945 1.78464 0.10092
25 H -0.11110 2.32854 0.03671
26 H 0.46188 1.65471 1.74447
27 H -0.47347 -3.92226 -1.55534
28 H -1.80362 -2.78169 -1.33634
29 H 3.90128 -1.16034 -0.25145
30 H 3.51657 0.27010 0.37747

Atoms 1-6, force components in eV/Å:
0.7 0.3 -1.0
-1.5 -0.8 -1.7
-1.8 -2.4 1.8
-2.0 -0.8 -1.0
0.3 0.5 -0.1
1.5 1.2 -1.9

The molecule's Löwdin atomic charges, reported in e, are given here: atom 1 (C): -0.03, atom 2 (C): -0.03, atom 3 (C): -0.12, atom 4 (C): -0.35, atom 5 (C): -0.28, atom 6 (C): 0.00, atom 7 (C): -0.32, atom 8 (C): -0.07, atom 9 (C): -0.19, atom 10 (N): 0.02, atom 11 (N): 0.16, atom 12 (N): 0.00, atom 13 (N): 0.13, atom 14 (N): 0.18, atom 15 (N): 0.20, atom 16 (H): 0.11, atom 17 (H): 0.11, atom 18 (H): 0.14, atom 19 (H): 0.12, atom 20 (H): 0.16, atom 21 (H): 0.09, atom 22 (H): 0.07, atom 23 (H): 0.10, atom 24 (H): 0.11, atom 25 (H): 0.10, atom 26 (H): 0.12, atom 27 (H): 0.11, atom 28 (H): 0.15, atom 29 (H): 0.10, atom 30 (H): 0.08



Q: Look up the HOMO energy of the second one.
A: -0.4431 hartree